[1]
C31H40AsF18NO26V as an isolated structure in a non-equilibrium geometry, computed with wB97M-V/def2-TZVPD.

Structure (XYZ):
```
118
Properties=species:S:1:pos:R:3:mulliken_spin:R:1
V -0.9573 -0.8922 -1.4634 2.75
N 0.2721 -2.8590 -0.4968 0.00
O 0.8538 -3.7814 -0.0522 0.02
O -0.3103 -2.0120 0.2447 -0.02
O 0.1945 -2.6536 -1.7888 -0.02
As -3.0110 2.2055 -0.7363 0.00
F -2.0946 0.6540 -0.6018 0.05
F -4.0700 1.6294 0.4522 0.00
F -3.8278 3.7003 -0.8454 0.00
F -1.7694 2.6596 -1.9637 0.00
F -3.9011 1.6021 -2.0623 0.00
F -1.9710 2.8918 0.5208 0.00
C 2.6535 -2.9493 9.2787 0.00
C 2.5457 -1.8813 8.2194 0.00
O 1.2843 -2.0063 7.5555 0.00
C 0.7106 -0.9429 6.9977 0.00
O 0.9899 0.1913 7.0993 0.00
C -0.3257 -1.3995 5.8563 0.00
F -1.3606 -0.5119 5.7242 0.00
F 0.2927 -1.4625 4.6702 0.00
F -0.9011 -2.5937 6.1066 0.00
H 2.3505 -3.9062 8.8411 0.00
H 2.0948 -2.6730 10.1951 0.00
H 3.7256 -3.0113 9.4110 0.00
H 3.3792 -2.0085 7.4750 0.00
H 2.5296 -0.8512 8.6495 0.00
C 1.1958 5.0562 0.8266 0.00
C 0.7030 5.5078 -0.5062 0.00
O 0.9538 6.9182 -0.6915 0.00
C 2.2651 7.2218 -0.8832 0.00
O 3.1274 6.4549 -1.1306 0.00
C 2.4420 8.7306 -1.0236 0.00
F 3.7622 9.0742 -0.9675 0.00
F 1.8552 9.2509 -2.0947 0.00
F 1.9085 9.3117 0.0586 0.00
H 0.5088 5.4424 1.5550 0.00
H 2.2040 5.3864 1.0996 0.00
H 1.1955 3.9728 0.8459 0.00
H -0.3986 5.4180 -0.6185 0.00
H 1.1512 4.9611 -1.3260 0.00
C -0.2750 -3.4892 -4.9748 0.00
C 0.9279 -2.8260 -5.6164 -0.01
O 0.6377 -2.5725 -7.0035 0.00
C -0.0224 -1.5105 -7.2724 0.00
O -0.5228 -0.7392 -6.4813 0.00
C -0.3821 -1.3611 -8.8019 0.00
F 0.6676 -1.6748 -9.5668 0.00
F -1.3711 -2.1629 -9.1262 0.00
F -0.7565 -0.1124 -9.0256 0.00
H -1.1533 -2.8791 -5.1054 0.00
H -0.0600 -3.5661 -3.8425 0.00
H -0.5359 -4.4565 -5.3302 0.00
H 1.7189 -3.5284 -5.5349 0.00
H 1.2193 -1.9539 -5.0711 0.00
C -2.2454 -5.6387 -0.6389 0.00
C -2.2481 -4.9823 -1.9999 0.00
O -3.4685 -4.2011 -2.1481 0.00
C -3.5171 -2.9233 -1.8825 0.00
O -2.5916 -2.3244 -1.4859 -0.05
C -4.8977 -2.2752 -2.2700 0.00
F -5.9413 -3.0459 -2.0985 0.00
F -5.1281 -1.1108 -1.6322 0.00
F -4.7071 -2.0377 -3.5871 0.00
H -3.1159 -6.2730 -0.5368 0.00
H -2.2871 -4.9680 0.2238 0.00
H -1.3449 -6.1521 -0.5103 0.00
H -2.1812 -5.7608 -2.7449 0.00
H -1.3931 -4.3372 -2.1368 0.00
C -0.6771 1.4000 2.7118 0.00
C 0.3601 2.3975 3.0567 0.00
O 1.5636 1.7535 2.7375 0.00
C 1.2805 0.7373 1.9781 0.01
O 2.1115 0.0037 1.5073 0.00
O -0.0495 0.6161 1.6738 0.05
H -1.5743 1.8817 2.3147 0.00
H -0.9020 0.6771 3.5482 0.00
H 0.4378 2.5429 4.1117 0.00
H 0.2887 3.2816 2.5019 0.00
C 3.2513 2.4386 -0.3853 0.00
C 3.9604 1.2082 -0.7539 0.00
O 2.9645 0.3865 -1.3914 0.00
C 1.7237 0.9522 -1.1222 0.02
O 0.6692 0.4622 -1.4114 -0.01
O 1.8427 2.0472 -0.3592 0.00
H 3.3257 3.2881 -1.0824 0.00
H 3.5407 2.7665 0.6310 0.00
H 4.4787 0.6314 -0.0925 0.00
H 4.7305 1.3704 -1.5391 0.00
C 3.9125 -0.4671 4.1688 0.00
C 4.7200 -1.3000 3.2134 0.00
O 5.2412 -0.4246 2.2614 0.00
C 4.9730 0.8077 2.5298 0.00
O 5.3894 1.8365 2.0429 0.00
O 4.0484 0.8363 3.6211 0.00
H 4.4094 -0.4651 5.1359 0.00
H 2.8275 -0.7008 4.2591 0.00
H 4.1944 -2.0629 2.6669 0.00
H 5.5485 -1.8861 3.6944 0.00
C -3.8293 -1.6202 1.5263 0.00
C -2.7454 -1.9651 2.5300 0.00
O -3.1048 -3.3864 2.8605 0.00
C -3.7707 -3.8547 1.8321 0.00
O -4.1342 -4.9902 1.7789 0.00
O -4.0903 -2.8678 0.8997 0.00
H -3.4635 -0.9514 0.7949 0.01
H -4.7038 -1.1665 2.0243 0.00
H -2.6387 -1.4034 3.4326 0.00
H -1.7151 -1.9864 2.0537 0.00
C -1.5359 2.3294 -5.0860 0.00
C -3.0165 1.9412 -5.3198 0.00
O -3.0153 0.6236 -4.6619 0.01
C -1.9489 0.4230 -3.9769 0.00
O -1.8384 -0.4708 -3.2547 0.16
O -0.9819 1.2884 -4.1871 0.00
H -1.3779 3.2809 -4.5276 0.00
H -0.9276 2.3583 -5.9531 0.00
H -3.3200 1.8137 -6.3972 0.00
H -3.7089 2.6054 -4.8275 0.00
```

Summary:
Net charge: 0
Highest occupied orbital energy (alpha / beta): -0.3004 / -0.3981 Ha
Total energy: -8193.81896 hartree
2S+1: 4
LUMO (alpha / beta): 0.23 / 0.23 eV

[2]
C31H40BaN3O5PSeSi as an isolated structure, computed with wB97M-V/def2-TZVPD.

Structure (XYZ):
```
83
Properties=species:S:1:pos:R:3:nbo_charge:R:1
Ba -1.2244 0.8813 0.7777 1.80
C 2.2606 -0.0423 1.6850 -0.62
C 1.9435 -0.5747 3.0778 -0.22
C 0.5107 -0.2387 3.4933 -0.63
C 2.2390 -2.0792 3.1699 -0.09
C 1.8871 -2.6988 4.5303 -0.09
O 0.6526 -3.3997 4.2755 -0.50
C 0.5689 -3.4930 2.9190 0.52
N 1.4150 -2.8582 2.2266 -0.48
C -0.4631 -4.4369 2.4277 -0.01
C -0.6827 -5.5489 3.2451 -0.18
C -1.5094 -6.5826 2.8504 -0.19
C -2.1351 -6.5218 1.6162 -0.20
C -1.9506 -5.4103 0.8157 -0.18
C -1.1356 -4.3408 1.2003 -0.41
P -1.1256 -3.0087 -0.0757 1.94
C -2.8727 -2.7928 -0.4207 -0.45
C -3.2872 -2.3822 -1.6894 -0.18
C -4.6255 -2.1312 -1.9281 -0.21
C -5.5490 -2.2439 -0.8937 -0.17
C -5.1352 -2.6093 0.3753 -0.21
C -3.7995 -2.8996 0.6112 -0.10
C -0.1542 -3.7921 -1.3616 -0.33
C -0.7277 -4.5105 -2.4037 -0.23
C 0.0895 -5.1281 -3.3403 -0.20
C 1.4681 -5.0274 -3.2326 -0.20
C 2.0372 -4.3141 -2.1852 -0.22
C 1.2315 -3.6970 -1.2432 -0.14
H 2.0736 1.0298 1.6090 0.23
H 1.6663 -0.5567 0.9262 0.21
H 3.3081 -0.2010 1.4233 0.22
H 2.6196 -0.0925 3.7934 0.21
H -0.2036 -0.8234 2.9067 0.19
H 0.3213 0.8312 3.3616 0.22
H 0.3048 -0.4615 4.5406 0.22
H 3.2886 -2.2405 2.9194 0.21
H 1.7103 -1.9696 5.3182 0.20
H 2.6274 -3.4255 4.8697 0.19
H -0.1753 -5.5943 4.1976 0.23
H -1.6567 -7.4355 3.4993 0.22
H -2.7756 -7.3274 1.2828 0.22
H -2.4731 -5.3654 -0.1322 0.22
H -2.5581 -2.2437 -2.4780 0.23
H -4.9473 -1.8213 -2.9138 0.22
H -6.5910 -2.0153 -1.0747 0.22
H -5.8429 -2.6449 1.1914 0.23
H -3.4841 -3.1835 1.6070 0.22
H -1.8041 -4.5900 -2.4914 0.22
H -0.3529 -5.6854 -4.1555 0.22
H 2.1026 -5.5066 -3.9667 0.22
H 3.1133 -4.2379 -2.1025 0.22
H 1.6648 -3.1483 -0.4147 0.24
C 2.8586 4.7464 -1.4014 -0.71
C 2.4183 3.5711 -0.5636 0.18
N 2.8613 2.3797 -0.6816 -0.10
O 3.8063 2.1535 -1.6733 -0.56
C 1.3930 3.8074 0.4755 0.10
C 1.4392 5.0338 1.3335 -0.67
N 0.4696 2.9272 0.6134 -0.20
O -0.4295 3.1317 1.5797 -0.76
H 2.9382 4.4882 -2.4602 0.22
H 3.8206 5.1452 -1.0703 0.23
H 2.1224 5.5437 -1.3270 0.24
H 4.0243 2.9902 -2.1094 0.44
H 2.3052 5.6548 1.1080 0.20
H 1.4747 4.7381 2.3838 0.24
H 0.5262 5.6216 1.2165 0.23
O -0.7634 -1.2556 -0.7854 -0.61
O -0.4095 -1.7655 0.5887 -0.63
C -5.4570 3.8017 1.2933 -1.13
Si -4.8143 2.2217 0.5174 1.42
C -6.1558 1.5020 -0.5873 -1.13
C -3.4162 2.7439 -0.6685 -1.15
Se -4.1332 0.7412 2.0419 -1.00
H -5.8229 4.4975 0.5329 0.22
H -4.6635 4.2924 1.8602 0.24
H -6.2737 3.5864 1.9844 0.24
H -6.5610 2.2539 -1.2706 0.22
H -6.9773 1.1052 0.0123 0.24
H -5.7486 0.6798 -1.1804 0.22
H -3.7870 3.4829 -1.3837 0.25
H -3.0609 1.8986 -1.2726 0.20
H -2.5817 3.2235 -0.1436 0.23
```

Summary:
Net charge: 0
Energy relative to the best compared isomer or geometry (same formula, charge and spin): 0.000 eV
Highest occupied orbital energy: -0.2539 Ha
Total energy: -4803.47537 hartree
LUMO: -0.05 eV

[3]
C31H40BrN7O3 as an isolated structure in a non-equilibrium geometry, computed with wB97M-V/def2-TZVPD.

Structure (XYZ):
```
82
Properties=species:S:1:pos:R:3:mulliken_charge:R:1
O 1.5736 -2.3679 2.3554 -0.62
C 0.6300 -1.9073 1.7567 -0.02
C -0.5838 -2.7532 1.4987 -0.61
C -1.4415 -2.4897 0.5132 -0.46
C -1.1703 -1.3240 -0.4004 0.19
O -1.6280 -1.2794 -1.5175 -0.62
C -0.3411 -0.2366 0.2051 0.26
C -0.4835 1.0501 -0.2719 -0.93
C 0.2164 2.1321 0.2744 0.85
C -0.0424 3.5293 -0.2634 -1.07
C -1.2829 4.1793 0.4049 -1.07
C -2.4989 3.2480 0.4362 -0.12
C -3.8122 3.8992 0.9254 -0.44
O -4.3331 3.1727 2.0386 -0.60
C 1.1023 1.8695 1.3309 0.97
C 1.8921 2.9650 2.0274 -0.97
C 2.9543 3.7063 1.1463 -0.85
C 3.3140 3.0351 -0.1767 -0.59
Br 4.2678 1.3565 0.0679 -0.03
C 1.2518 0.5568 1.8015 -0.80
C 0.5429 -0.5024 1.2650 0.35
H -0.8289 -3.6067 2.1273 0.46
H -2.3425 -3.0676 0.3290 0.51
H -1.1823 1.2315 -1.0838 0.54
H 0.8363 4.1630 -0.1347 0.23
H -0.2204 3.4353 -1.3420 0.59
H -0.9771 4.4088 1.4381 0.22
H -1.5076 5.1490 -0.0542 0.50
H -2.6734 2.8066 -0.5518 0.17
H -2.2432 2.4106 1.0938 0.49
H -4.5443 3.7701 0.1137 0.12
H -3.6920 4.9599 1.1513 0.41
H -4.2861 2.2383 1.8052 0.23
H 2.3911 2.5519 2.9040 0.48
H 1.1594 3.7181 2.3448 0.19
H 3.8689 3.7697 1.7442 0.44
H 2.6284 4.7311 0.9318 0.41
H 2.4822 2.9298 -0.8713 0.27
H 4.0352 3.6913 -0.6789 0.50
H 1.9463 0.3690 2.6167 0.42
C -5.6395 -1.3750 -1.1727 -1.09
C -4.8461 -0.4317 -0.3897 0.36
N -4.2186 0.3179 0.2089 -0.18
H -5.3879 -2.3952 -0.8885 0.28
H -6.6993 -1.2054 -0.9914 0.36
H -5.4303 -1.2387 -2.2319 0.35
C 7.3084 1.3301 -3.9451 -0.96
C 6.3357 1.3301 -2.8531 0.42
N 5.5780 1.3302 -1.9864 -0.36
H 7.7501 2.3203 -4.0478 0.30
H 8.0940 0.6112 -3.7384 0.20
H 6.8191 1.0589 -4.8773 0.30
C -5.1484 -1.3022 3.2050 -0.35
C -6.3651 -2.1013 3.3386 0.27
N -7.3194 -2.7286 3.4434 -0.38
H -5.3631 -0.2613 3.4409 0.22
H -4.3848 -1.6708 3.8875 0.30
H -4.7754 -1.3552 2.1853 -0.11
C 7.9521 -2.7849 -3.0272 -0.78
C 7.9901 -2.0212 -4.2732 0.38
N 8.0198 -1.4193 -5.2491 -0.42
H 8.4378 -2.2210 -2.2327 0.28
H 6.9192 -2.9790 -2.7451 0.25
H 8.4703 -3.7326 -3.1595 0.31
C 2.0873 -5.4655 -0.6584 -0.73
C 0.6902 -5.7645 -0.3553 0.50
N -0.4057 -6.0052 -0.1181 -0.54
H 2.3099 -5.7483 -1.6855 0.30
H 2.2716 -4.3997 -0.5322 0.23
H 2.7373 -6.0221 0.0148 0.28
C -6.0037 5.6849 -2.4220 -0.87
C -4.6840 5.0740 -2.5684 0.40
N -3.6491 4.5941 -2.6834 -0.38
H -6.7571 4.9100 -2.2942 0.27
H -6.0134 6.3377 -1.5512 0.26
H -6.2404 6.2697 -3.3087 0.34
C 0.3173 -7.8039 2.8798 -0.44
C 1.6393 -8.4070 2.7241 0.30
N 2.6784 -8.8768 2.6020 -0.39
H -0.4279 -8.5791 3.0480 0.27
H 0.3180 -7.1225 3.7288 0.24
H 0.0575 -7.2504 1.9791 -0.01
```

Summary:
Net charge: 0
Highest occupied orbital energy: -0.2997 Ha
Total energy: -4388.16098 hartree
LUMO: -0.73 eV

> What is the formula in the third record?

C31H40BrN7O3

> Look up the net charge of the second one.

0